35
Properties=species:S:1:pos:R:3:lowdin_charge:R:1 method="wB97M-V/def2-TZVPD" homo_energy_ev=-14.68 gap_ev=5.44 lumo_ev=-9.24 total_charge=+2 multiplicity=1 relative_energy_kj_mol=75.0
C -3.9214 1.9320 -4.5658 0.077
C -3.9535 0.5984 -3.9217 0.083
H -4.7122 1.8380 -5.3705 0.152
H -2.9104 2.0569 -5.0404 0.154
H -4.2068 2.7337 -3.8172 0.155
O -3.7927 -0.1770 -3.0902 0.348
I -2.2507 3.6811 -0.4800 -0.064
La -1.0635 1.0379 -0.0521 0.977
P 0.9940 -1.3477 -0.8238 0.681
C 1.3130 -3.1272 -0.8331 -0.271
C 0.7677 -1.0283 -2.6259 -0.293
H 2.7504 0.3071 -0.6784 -0.048
H 3.3191 -1.1162 -1.5879 0.063
H 3.2045 -1.1594 0.2017 0.055
C 2.7357 -0.7887 -0.7146 -0.296
H 0.6136 0.0473 -2.8135 0.025
H 1.6752 -1.3473 -3.1552 0.059
H 2.0351 -3.4294 -1.5815 0.063
H 0.4128 -3.6943 -1.0087 0.042
H -0.0878 -1.5938 -3.0173 0.040
H 1.7086 -3.4467 0.1221 0.054
C -1.1655 -1.7641 0.9566 -0.168
O -1.2465 -2.7279 1.5689 0.106
Cl 1.2295 2.0839 -0.1807 -0.086
C 1.0742 1.1706 4.9656 -0.006
C 0.1449 2.0269 4.3851 -0.026
C -0.3969 1.7479 3.1256 -0.149
N -0.0838 0.6349 2.4062 -0.132
C 0.8473 -0.1943 2.9641 -0.124
C 1.4270 0.0316 4.2197 -0.013
H 1.5014 1.3565 5.9358 0.124
H -0.1679 2.9285 4.9054 0.124
H -1.0971 2.4433 2.6375 0.082
H 1.1475 -1.0461 2.3575 0.093
H 2.1552 -0.6679 4.6066 0.118

32
Properties=species:S:1:pos:R:3:lowdin_charge:R:1 method="wB97M-V/def2-TZVPD" homo_energy_ev=-12.40 gap_ev=8.89 lumo_ev=-3.51 total_charge=+1 multiplicity=1
C -4.1192 1.0384 -0.7634 -0.022
C -3.1674 2.0357 -0.9255 0.000
C -3.5847 0.0216 -0.0021 -0.017
C 2.2461 0.0865 0.4969 -0.151
C 1.3974 -2.0083 1.7257 -0.057
C 1.8722 -0.4970 -0.7635 -0.302
C 1.0488 -1.5619 -0.7794 0.042
C 1.5711 -0.4761 1.7081 -0.261
C 0.6250 -2.3605 0.4814 -0.347
C 2.5468 0.1341 -2.0152 -0.015
C -0.8396 2.2595 -0.2252 0.029
N -2.1076 1.6438 -0.2576 -0.101
N -2.3289 0.3845 0.2640 0.141
F 0.2001 -0.0621 1.6831 -0.088
F 0.6569 -3.6631 0.0991 0.017
H -5.2079 1.2559 -0.9380 0.143
H -3.3621 3.0192 -1.3728 0.168
H -4.0078 -0.6774 0.7306 0.160
H 3.3266 -0.1342 0.6851 0.157
H 2.2186 1.1859 0.5653 0.137
H 2.4027 -2.3053 1.8440 0.119
H 0.8320 -2.3655 2.6182 0.145
H -1.6823 -0.2140 0.7313 0.145
H 0.9578 -2.1838 -1.7275 0.142
H 2.0010 -0.1324 2.7270 0.182
H -0.3614 -2.2621 0.7411 0.099
H 2.2839 1.0871 -2.1240 0.010
H 2.3342 -0.4323 -2.9072 0.071
H 3.7537 0.0302 -1.8472 0.154
H -0.4268 2.0537 0.8224 0.133
H -0.1980 1.8344 -0.9460 0.091
H -0.8810 3.2657 -0.3289 0.076

32
Properties=species:S:1:pos:R:3:lowdin_charge:R:1 method="wB97M-V/def2-TZVPD" homo_energy_ev=-7.24 gap_ev=7.31 lumo_ev=0.07 multiplicity=1 relative_energy_kj_mol=244.0
C 2.8909 -0.4785 -0.3015 -0.211
C 2.0309 -1.6754 -0.5794 -0.224
C 2.3214 0.3360 0.8275 -0.234
C 0.6738 -1.2413 -1.1404 -0.113
C -1.9951 0.0450 1.2886 -0.128
C -2.2260 -0.4100 -1.0408 -0.092
C -2.4770 1.4519 1.1326 -0.236
C -2.6187 1.0668 -1.1542 -0.178
C 0.8742 0.2848 0.8222 -0.108
C 0.0483 -0.3015 -0.0864 -0.281
C 1.0727 3.4561 0.5029 -0.074
N -1.2604 -0.4448 0.0897 -0.106
O -3.2272 1.5303 0.0207 -0.129
F 2.2996 3.8749 0.5534 0.074
F 0.8396 3.1915 -0.7762 0.042
H 4.0005 -0.8327 -0.0051 0.151
H 3.2723 0.0805 -1.0920 0.084
H 2.6018 -2.3011 -1.2254 0.087
H 1.9558 -2.4747 0.2412 0.149
H 2.5862 0.0693 1.8462 0.116
H 2.6469 1.3678 0.7275 0.079
H 0.8166 -0.8302 -2.2194 0.148
H 0.0403 -2.1002 -1.2446 0.096
H -1.1917 -0.0170 2.0306 0.112
H -2.7353 -0.7883 1.5740 0.150
H -3.0700 -1.0468 -0.5966 0.151
H -1.8702 -0.7155 -1.9879 0.101
H -3.1590 1.9277 1.8647 0.150
H -1.5489 1.9709 1.0371 0.093
H -1.8483 1.7581 -1.3565 0.106
H -3.3672 1.2660 -1.9820 0.144
H 0.3964 1.1746 1.3125 0.082

29
Properties=species:S:1:pos:R:3:lowdin_charge:R:1 method="wB97M-V/def2-TZVPD" homo_energy_ev=-8.19 gap_ev=9.07 lumo_ev=0.89 multiplicity=1 relative_energy_kj_mol=533.3
C -2.5258 -1.5959 0.7603 0.011
C -3.3823 1.9930 0.1121 -0.096
C -2.5625 -0.3282 0.3570 -0.162
C 0.4162 1.5775 -1.8883 0.013
C -0.1031 0.1810 -2.3965 -0.123
C 2.1653 0.9921 0.7804 -0.060
C 0.7873 0.8177 1.4334 -0.045
C 0.6203 0.4856 -1.1674 -0.242
C 1.1923 0.0221 0.1064 -0.365
C 2.8218 -2.1826 0.3196 -0.089
C 1.3287 -1.4383 0.3660 -0.169
N -2.5513 0.8469 0.0280 0.018
H -2.9585 -2.2710 0.0818 0.031
H -2.0532 -1.9003 1.6007 0.006
H -3.8543 1.9957 -0.9078 0.107
H -4.1485 1.9354 0.9151 0.094
H 0.7700 2.6284 -2.2619 0.127
H -2.7456 2.7990 0.1965 0.044
H -1.2500 0.0374 -2.3791 0.086
H 0.4827 -0.2370 -3.2857 0.093
H 2.2807 1.9955 0.3643 0.110
H 2.9778 0.5343 1.2446 0.071
H 0.7595 0.2533 2.3597 0.098
H 0.1441 1.6056 1.4024 0.054
H 3.2851 -1.9514 -0.7028 0.066
H 2.8551 -3.3296 0.3332 0.061
H 3.6294 -1.8751 1.1704 0.094
H 0.9107 -1.6376 1.3539 0.090
H 0.7081 -1.9536 -0.2963 0.078

32
Properties=species:S:1:pos:R:3:lowdin_charge:R:1 method="wB97M-V/def2-TZVPD" homo_energy_ev=-7.26 gap_ev=8.06 lumo_ev=0.80 multiplicity=1 relative_energy_kj_mol=680.8
C -4.7630 -0.9535 0.2808 -0.090
C -2.8994 0.4535 0.1368 -0.342
C -2.2729 1.7694 -0.0755 0.054
C -0.8816 1.6322 -0.5832 -0.042
C -0.3325 0.3921 -0.6943 -0.284
C -0.9985 -0.8299 -0.4289 -0.114
C 2.2653 1.2100 -0.8070 -0.134
C 2.0434 1.6817 0.7049 -0.188
C 2.1105 0.3899 1.4685 -0.282
C 1.9267 -1.7325 0.0663 -0.218
C 1.4724 -1.1461 -1.2266 -0.193
H -4.4520 -1.4743 1.2595 0.098
H -5.8674 -1.0286 0.4862 0.072
H -4.5658 -1.4994 -0.7902 0.137
H -2.9944 2.6171 -0.0840 0.110
H -0.4308 2.5546 -1.2496 0.174
H -0.6726 -1.9862 -0.1067 0.172
H 2.3126 1.9850 -1.7073 0.127
H 3.2667 0.5140 -0.8703 0.147
H 3.0462 2.2540 1.0082 0.137
H 1.0855 2.2255 0.9275 0.099
H 1.0623 0.1089 1.9460 0.153
H 2.8140 0.3769 2.3364 0.108
H 3.8083 -0.9058 0.8448 0.122
H 2.5525 -2.4627 -0.3588 0.079
H 1.2070 -2.4485 0.6305 0.125
H 2.2861 -1.0781 -1.8138 0.063
H 0.5431 -1.8158 -1.5554 0.139
N -2.2530 -0.7032 -0.1335 0.072
N 1.0360 0.3167 -1.1038 -0.104
N 2.7770 -0.8520 1.0063 -0.086
O -4.2318 0.4349 0.4863 -0.111

37
Properties=species:S:1:pos:R:3:lowdin_charge:R:1 method="wB97M-V/def2-TZVPD" homo_energy_ev=-8.59 gap_ev=9.11 lumo_ev=0.52 multiplicity=1 relative_energy_kj_mol=399.6
C -0.9337 -1.7266 1.2613 -0.299
C -0.4214 -0.3807 1.4189 -0.518
C -1.9640 -1.7658 -0.0007 -0.098
C -2.5521 -0.6041 -0.6227 -0.290
C -2.9600 -0.5533 -1.9528 -0.045
C -3.4835 1.3762 -0.8246 -0.113
C 1.1224 1.2629 0.5821 -0.145
C 0.3536 2.6961 0.7027 -0.505
C 2.0999 1.4597 -0.6830 -0.126
C 3.3824 0.7370 -0.5128 -0.163
C 3.4043 -0.7081 -0.8023 -0.565
H -1.7371 -3.1063 2.7174 0.118
H -2.4206 -1.5685 2.7291 0.053
H 0.0239 -2.2614 0.9695 0.165
H -2.8208 -2.4421 0.3545 0.132
H -1.4983 -2.5481 -0.7041 0.131
H -2.8628 -1.2473 -2.7751 0.120
H -4.1239 2.2584 -0.6618 0.136
H -3.7570 1.1234 -2.9318 0.160
H 0.7741 -0.6579 -0.1365 0.164
H 1.7215 1.0847 1.5271 0.168
H 2.3783 2.4742 -0.6479 0.091
H 1.5554 1.0938 -1.6253 0.157
H 3.8268 0.7919 0.4687 0.114
H 4.0214 1.3947 -1.1254 0.140
H 5.1821 -1.1391 0.4217 0.116
H 4.3715 -2.4190 -0.2229 0.091
H -1.2571 1.7867 0.2424 0.027
N -1.6856 -2.0961 2.4078 0.046
N -2.6721 0.6731 0.0311 0.088
N -3.5035 0.6998 -2.0251 0.006
N 0.1816 0.1515 0.3218 0.076
N 4.4735 -1.4234 -0.2711 0.153
O -0.8167 0.4268 2.2496 0.095
O 0.9362 3.6434 1.1558 0.098
O 2.5841 -1.1229 -1.5478 0.082
O -0.9229 2.6366 0.5124 0.139

29
Properties=species:S:1:pos:R:3:lowdin_charge:R:1 method="wB97M-V/def2-TZVPD" homo_energy_ev="0.78 / -3.29" gap_ev="2.68 / 6.73" lumo_ev="3.47 / 3.44" total_charge=-1 multiplicity=2 relative_energy_kj_mol=59.2
C -0.7074 1.3317 -1.7674 -0.110
C -1.9774 -0.7951 -1.3653 -0.163
C -0.8544 -0.1543 -1.8235 -0.368
C -2.0496 -2.1902 -1.2555 -0.192
C 0.1951 -0.9687 -2.4077 -0.153
C -0.8430 -2.9388 -1.4639 -0.207
C 0.2406 -2.3360 -2.0700 -0.210
H -2.8106 -0.1893 -0.9977 0.086
H -2.9534 -2.6899 -0.9223 0.045
H 0.2780 1.7778 -1.9397 0.062
H -1.0355 1.7110 -0.7945 0.030
H 0.8963 -0.5502 -3.1286 0.048
H -0.8173 -4.0002 -1.2408 0.056
H 1.1182 -2.8938 -2.3839 0.068
H -1.4288 1.8895 -2.4028 0.061
C 1.0795 1.0905 1.4967 -0.455
C -0.3090 1.6900 1.7099 -0.114
C 2.0497 1.4499 2.6260 -0.108
C 0.9414 -0.4553 1.4161 -0.071
H 1.4768 1.3855 0.5249 0.114
H -0.4869 2.7007 1.3108 0.068
H 1.5299 1.3989 3.5913 0.070
H 2.9034 0.7761 2.6232 0.059
H 2.4617 2.4685 2.5699 0.067
H 1.7666 -0.9810 1.8898 0.059
H -0.0462 -0.7718 1.7426 0.071
H 0.9577 -0.7496 0.3635 0.059
H -0.4807 1.9584 2.7675 0.067
H -1.0949 1.0359 1.3312 0.063

29
Properties=species:S:1:pos:R:3:lowdin_charge:R:1 method="wB97M-V/def2-TZVPD" homo_energy_ev=-8.89 gap_ev=9.84 lumo_ev=0.95 multiplicity=1 relative_energy_kj_mol=160.2
C -0.5460 -1.6719 -3.0338 -0.065
C -1.1941 -1.9160 -0.5568 -0.090
C -0.9681 -1.1588 -1.7072 -0.292
C -1.7823 -1.4136 0.6062 -0.102
C -1.2694 0.2502 -1.6121 -0.032
C -2.3791 -0.1849 0.5544 -0.096
C -1.9753 0.6672 -0.4775 -0.110
H -0.7603 -2.9122 -0.4808 0.113
H -1.8628 -2.2181 1.3659 0.118
H 0.1269 -1.0938 -3.6720 0.078
H -1.4179 -1.7524 -3.6767 0.082
H -1.2194 0.8248 -2.5372 0.115
H -3.1568 0.0904 1.2471 0.103
H -2.2966 1.6757 -0.3015 0.097
H -0.0141 -2.6307 -2.8954 0.085
C 1.2273 0.8721 1.3838 -0.466
C 0.7883 2.2450 0.8631 -0.078
C 1.5449 -0.0870 0.2391 -0.076
C 2.2628 0.8945 2.4606 -0.106
H 0.3213 0.5331 1.8817 0.114
H 1.5020 2.7848 0.2448 0.079
H 0.7565 -0.8028 0.0934 0.024
H 1.8886 0.1266 -0.7997 0.096
H 2.3876 -0.7395 0.5421 0.076
H 2.1493 0.1179 3.2277 0.078
H 3.3254 0.7856 2.2025 0.077
H 2.2835 1.8163 3.0283 0.066
H 0.3453 2.9100 1.5908 0.071
H -0.0673 1.9875 0.2190 0.040

The records above give, respectively, max |F| values of 4.51, 6.46, 5.41, 3.90, 5.66, 5.56, 1.70, 2.88 eV/A.
The records above give, respectively, calculated total energy values of -48025.33341, -20089.04965, -20650.00410, -13166.02294, -18193.73328, -27321.63240, -11697.26141, -11697.61926 eV.